{"formula": "C42H33BrF3O2OsP", "method": "ωB97M-V/def2-TZVPD", "orbital_gap_ha": 0.2544, "relative_energy_kcal_mol": 2.4, "charge": 0, "e_tot_ha": -5076.35958, "elements": ["Os", "Br", "C", "C", "C", "C", "C", "C", "C", "C", "C", "C", "H", "H", "H", "H", "H", "H", "O", "C", "C", "C", "C", "C", "C", "C", "P", "C", "C", "C", "C", "C", "C", "C", "C", "C", "C", "C", "C", "H", "H", "H", "H", "H", "H", "H", "H", "H", "H", "H", "H", "H", "H", "F", "C", "F", "F", "C", "C", "C", "C", "C", "C", "C", "C", "H", "H", "H", "H", "C", "C", "C", "C", "O", "H", "H", "H", "H", "H", "H", "H", "H", "H"], "positions_angstrom": [[0.9964, 0.8967, -0.3008], [3.1754, 1.4445, 1.1613], [2.1625, 2.4258, 2.4533], [2.8152, 2.8001, 3.5864], [2.1455, 3.6214, 4.5188], [0.8841, 4.0567, 4.2454], [0.2007, 3.6565, 3.0673], [-1.1039, 4.1350, 2.8020], [-1.7702, 3.6912, 1.6999], [-1.1756, 2.7432, 0.8421], [0.1000, 2.2585, 1.0147], [0.8192, 2.7644, 2.1475], [3.8355, 2.4868, 3.7618], [2.6522, 3.9174, 5.4279], [0.3724, 4.7218, 4.9314], [-1.5496, 4.8475, 3.4858], [-2.7689, 4.0518, 1.4829], [-1.7722, 2.3624, 0.0243], [1.1787, 3.2977, -1.6775], [0.4933, 2.3163, -1.7637], [-0.3658, 2.0352, -2.9469], [-0.7125, 2.9879, -3.8953], [-1.4359, 2.5785, -5.0042], [-1.7762, 1.2354, -5.1708], [-1.4445, 0.2941, -4.2073], [-0.7674, 0.7186, -3.0721], [-0.5184, -0.2118, -1.5487], [-2.2355, -0.0716, -0.8798], [-2.5877, -0.7920, 0.2656], [-3.8116, -0.5968, 0.8839], [-4.7149, 0.3228, 0.3681], [-4.3872, 1.0316, -0.7749], [-3.1577, 0.8391, -1.3943], [-0.3337, -1.9551, -1.9887], [-1.3941, -2.8545, -1.9076], [-1.2019, -4.1797, -2.2761], [0.0410, -4.6109, -2.7145], [1.0995, -3.7158, -2.7976], [0.9147, -2.3922, -2.4322], [-0.3987, 4.0153, -3.7627], [-1.7244, 3.3011, -5.7566], [-2.3192, 0.9262, -6.0551], [-1.7344, -0.7433, -4.3244], [-1.8931, -1.5049, 0.6861], [-4.0524, -1.1550, 1.7802], [-5.6666, 0.4870, 0.8581], [-5.0859, 1.7471, -1.1899], [-2.9272, 1.4203, -2.2762], [-2.3666, -2.5243, -1.5722], [-2.0296, -4.8749, -2.2176], [0.1861, -5.6484, -2.9884], [2.0705, -4.0495, -3.1412], [1.7293, -1.6849, -2.4856], [-2.6300, -4.8749, 6.1793], [-1.2810, -4.8765, 6.1095], [-0.9133, -6.1491, 5.8578], [-0.8258, -4.5631, 7.3353], [-0.7819, -3.9319, 5.0563], [-0.9102, -4.2878, 3.7194], [-0.5571, -3.3876, 2.7308], [-0.0889, -2.1121, 3.0644], [0.0569, -1.7795, 4.4131], [-0.2894, -2.6829, 5.4042], [0.1826, -1.1411, 2.0460], [0.3974, -0.3162, 1.1813], [-1.2843, -5.2683, 3.4550], [-0.6391, -3.6626, 1.6866], [0.4324, -0.7979, 4.6709], [-0.1771, -2.4165, 6.4465], [4.3377, -0.5225, -2.1497], [3.4041, 0.6299, -2.5220], [3.1088, 0.6201, -4.0209], [4.0699, 1.9540, -2.1647], [2.1469, 0.4198, -1.8762], [5.2524, -0.4934, -2.7456], [3.8541, -1.4864, -2.3129], [4.6125, -0.4614, -1.0939], [4.0318, 0.6156, -4.6054], [2.5309, 1.5050, -4.2974], [2.5241, -0.2640, -4.2854], [4.9691, 2.0741, -2.7737], [4.3740, 1.9924, -1.1222], [3.4044, 2.7943, -2.3581]], "forces_ev_per_angstrom": [[2.07, -1.35, -1.00], [-0.53, 0.04, 0.05], [-0.03, 0.00, 0.16], [0.03, 0.03, 0.04], [0.03, -0.02, -0.05], [-0.01, 0.00, -0.05], [-0.02, 0.05, 0.08], [0.01, -0.03, 0.01], [0.04, -0.01, 0.00], [-0.03, -0.04, 0.04], [-0.39, 0.09, -0.22], [0.14, -0.07, -0.05], [0.00, 0.03, 0.00], [0.00, 0.01, -0.01], [0.00, -0.02, -0.01], [-0.01, -0.03, 0.00], [0.00, -0.03, 0.00], [-0.01, 0.07, -0.02], [-0.14, 0.23, -0.17], [0.04, 0.68, 0.74], [-0.04, -0.21, 0.24], [0.10, -0.03, -0.09], [0.01, -0.02, 0.00], [0.00, 0.01, -0.01], [-0.03, 0.07, 0.02], [0.26, -0.18, -0.30], [-1.63, 0.44, 0.54], [0.09, -0.19, 0.13], [-0.01, -0.03, -0.02], [0.01, 0.02, 0.00], [0.00, -0.01, 0.03], [0.02, 0.02, -0.04], [-0.02, -0.07, -0.04], [0.25, -0.01, 0.10], [0.04, -0.04, -0.14], [-0.03, 0.02, 0.02], [0.02, -0.04, 0.00], [-0.05, 0.01, 0.03], [0.00, -0.09, -0.04], [-0.01, -0.01, -0.01], [0.00, -0.01, 0.00], [0.01, 0.02, 0.00], [0.00, 0.01, 0.02], [0.00, 0.02, 0.00], [0.01, -0.01, -0.02], [0.01, -0.01, -0.02], [0.02, 0.00, 0.00], [-0.02, 0.01, 0.00], [-0.01, -0.02, 0.00], [0.01, 0.00, 0.01], [-0.01, 0.01, -0.01], [-0.01, 0.00, 0.01], [-0.01, 0.02, 0.04], [0.07, -0.01, 0.02], [0.12, -0.03, -0.01], [-0.04, 0.05, 0.04], [-0.04, -0.05, -0.05], [-0.16, 0.05, -0.01], [0.04, 0.00, -0.02], [0.01, -0.03, -0.02], [-0.08, 0.10, -0.03], [0.00, 0.00, 0.04], [0.06, 0.03, 0.00], [0.17, -0.10, 0.04], [-0.32, 0.47, 0.13], [-0.01, 0.00, 0.00], [-0.03, 0.01, 0.00], [-0.02, -0.01, 0.00], [-0.03, 0.01, -0.02], [-0.04, -0.02, 0.06], [-0.05, -0.14, 0.12], [0.00, -0.07, -0.09], [-0.04, 0.07, -0.04], [0.19, 0.36, -0.18], [0.00, 0.03, 0.03], [0.00, -0.01, -0.05], [-0.02, -0.02, 0.00], [-0.01, 0.02, 0.01], [-0.03, -0.03, 0.03], [0.04, 0.00, 0.00], [-0.02, 0.00, 0.00], [0.03, 0.00, 0.01], [0.01, -0.02, 0.00]], "lowdin_charge": [1.075, 0.953, -0.532, -0.133, -0.081, -0.035, -0.163, -0.049, -0.069, -0.100, -0.266, -0.202, 0.098, 0.104, 0.112, 0.108, 0.103, 0.072, 0.057, -0.409, -0.215, 0.001, -0.057, -0.060, -0.053, -0.308, 1.007, -0.308, -0.102, -0.059, -0.078, -0.075, -0.088, -0.304, -0.077, -0.074, -0.078, -0.065, -0.067, 0.125, 0.107, 0.107, 0.117, 0.079, 0.109, 0.104, 0.105, 0.100, 0.099, 0.106, 0.105, 0.107, 0.067, 0.137, -0.581, 0.133, 0.133, -0.130, -0.009, -0.017, -0.238, -0.008, -0.004, -0.093, -0.230, 0.123, 0.114, 0.120, 0.120, -0.030, -0.695, -0.030, -0.060, -0.431, 0.089, 0.070, 0.075, 0.085, 0.085, 0.079, 0.092, 0.011, 0.072]}